96
Properties=species:S:1:pos:R:3 method="wB97M-V/def2-TZVPD" relative_energy_kj_mol=56.5 total_charge=-1 e_homo_ev=-4.12 largest_force_ha_per_bohr=0.0036 homo_lumo_gap_ev=6.114
Ca -1.028 -0.187 1.441
S -1.596 -1.961 3.504
S -4.544 3.506 1.901
S -2.894 3.186 -1.356
O 2.453 -1.829 2.326
O 0.602 -1.692 1.091
N -2.749 1.707 1.962
N -0.299 3.633 3.950
N -2.746 -3.658 -3.632
N -2.609 -1.142 -0.231
N -0.469 3.098 -2.501
N -0.193 1.587 3.090
N 2.582 2.120 0.231
N 0.538 1.008 0.015
N -2.416 -3.926 -5.738
N -3.450 -2.609 -1.624
N -3.248 -4.136 -4.790
C 3.332 3.337 0.486
C -3.372 -0.473 -1.171
C -3.901 -1.367 -2.037
C -0.554 -3.373 3.356
C 0.996 3.195 4.174
C 0.146 1.615 -4.295
C 1.488 -4.549 2.767
C -2.675 -2.424 -0.517
C -1.517 -3.099 -3.846
C 0.715 -3.390 2.748
C -0.947 2.632 3.283
C 3.398 0.497 -1.480
C -0.233 -5.726 3.926
C 0.762 -2.163 -5.059
C 3.323 1.756 4.235
C 3.336 0.892 -0.008
C 2.216 1.155 3.666
C 0.478 3.371 0.454
C -0.581 -2.432 -3.040
C 2.107 3.800 4.751
C 3.271 3.054 4.769
C 1.039 1.902 3.638
C 1.314 -2.204 2.026
C -3.526 -3.802 -2.416
C -3.146 3.807 2.832
C 0.548 -1.975 -3.676
C -1.735 2.635 -2.525
C 1.219 2.085 0.220
C -1.172 1.164 -4.371
C 1.027 -5.723 3.338
C -1.319 -3.279 -5.215
C 0.417 2.593 -3.355
C -2.297 2.749 2.737
C 3.798 4.040 -0.785
C -3.910 1.986 1.455
C -0.996 -4.572 3.939
C -2.105 1.680 -3.504
C -0.160 -2.809 -5.845
C -1.978 -3.518 0.213
H -1.462 0.415 -5.100
H 4.344 1.056 0.378
H 1.140 0.200 -0.131
H 2.728 4.016 1.083
H 1.639 -6.616 3.332
H -4.450 1.335 0.786
H 4.192 3.072 1.107
H 0.685 3.771 1.448
H 4.256 1.208 4.273
H 4.456 3.397 -1.371
H -1.116 -3.106 0.735
H 1.669 -1.774 -5.503
H 2.068 4.801 5.162
H -3.013 4.735 3.363
H 4.164 3.481 5.205
H -0.673 4.538 4.167
H -0.015 -2.949 -6.907
H 4.345 4.953 -0.541
H 2.942 4.306 -1.407
H 3.962 1.227 -2.064
H 0.922 1.242 -4.952
H -1.967 -4.569 4.418
H -4.546 -4.006 -2.736
H 3.882 -0.476 -1.586
H 2.916 0.083 0.599
H -4.509 -1.249 -2.918
H -0.586 3.193 0.310
H -3.165 -4.639 -1.821
H 2.475 -4.506 2.321
H 0.768 4.110 -0.293
H -0.724 -2.253 -1.985
H 1.282 -1.431 -3.096
H -3.137 1.363 -3.551
H 2.398 0.433 -1.913
H -2.628 -3.974 0.962
H -3.434 0.610 -1.174
H 1.425 2.998 -3.278
H -1.617 -4.291 -0.467
H -0.619 -6.628 4.386
H 2.262 0.151 3.252